{
  "formula": "C3H6IN4O4",
  "method": "ωB97M-V with the def2-TZVPD basis set",
  "lumo_ha": [-0.2284, -0.3262],
  "homo_lumo_gap_ev": [4.16, 4.45],
  "multiplicity": 3,
  "energy_ev": -25440.5325,
  "charge": 1,
  "species": ["C", "C", "C", "N", "N", "N", "N", "O", "O", "O", "O", "I", "H", "H", "H", "H", "H", "H"],
  "positions_angstrom": [[-0.71285, 0.69846, -0.21020], [-0.40216, -0.65420, 0.36726], [2.08754, -0.23813, 0.42297], [-1.39616, -1.54452, 0.57131], [-0.15794, 1.18360, -1.33143], [-1.96965, 1.30874, 0.26298], [0.84844, -0.92253, 0.69346], [0.71157, 0.37350, -1.95654], [-0.28374, 2.28547, -1.71792], [-2.60724, 0.60751, 1.06711], [-2.33591, 2.35580, -0.23260], [-1.34181, -3.31019, 1.66376], [2.21257, 0.76525, 0.50389], [2.97669, -0.66353, 1.07186], [2.53357, -0.51197, -0.63354], [-2.18831, -0.93435, 0.73014], [1.13906, 0.87053, -2.67497], [0.88632, -1.66944, 1.40246]]
}

{
  "formula": "C3H6INO2",
  "method": "ωB97M-V with the def2-TZVPD basis set",
  "relative_energy_kcal_mol": 50.4,
  "lumo_ha": -0.1087,
  "homo_lumo_gap_ev": 4.65,
  "energy_ev": -16892.0663,
  "species": ["C", "C", "C", "N", "O", "O", "I", "H", "H", "H", "H", "H", "H"],
  "positions_angstrom": [[-1.14851, 0.45035, 0.08981], [1.20885, 0.06504, -1.67457], [0.02241, -0.27663, 0.47021], [1.12957, -0.34447, -0.26773], [-2.10081, 0.40441, 0.98112], [-1.32981, 0.97358, -0.98406], [-1.62107, -0.21520, 4.05068], [0.47366, -0.41542, -2.24558], [1.11086, 1.04942, -1.84616], [2.09982, -0.27372, -2.01405], [0.12589, -0.85027, 1.49050], [-1.94994, 0.20893, 2.01092], [1.97908, -0.77599, -0.06109]]
}

{
  "formula": "C3H6INO4",
  "method": "ωB97M-V with the def2-TZVPD basis set",
  "relative_energy_kcal_mol": 0.7,
  "lumo_ha": -0.0145,
  "homo_lumo_gap_ev": 9.35,
  "energy_ev": -20984.4201,
  "smiles": "O=[N+]([O-])C(I)(CO)CO",
  "species": ["O", "N", "O", "C", "I", "C", "O", "C", "O", "H", "H", "H", "H", "H", "H"],
  "positions_angstrom": [[-0.89964, 1.78313, -1.25371], [0.01214, 0.94585, -1.19580], [0.61842, 0.52825, -2.15744], [0.32277, 0.37552, 0.11949], [0.67545, 1.93121, 1.47026], [-1.30998, -0.18605, 0.53031], [-1.92059, 0.76275, 1.17932], [1.32332, -0.69241, 0.21785], [0.90968, -1.85280, -0.49181], [-1.77639, -0.34498, -0.45141], [-1.14023, -1.04757, 1.14800], [-2.24980, 1.57109, 0.59017], [2.28690, -0.40919, -0.18423], [1.46996, -0.91590, 1.23046], [1.67799, -2.44891, -0.75146]]
}

{
  "formula": "C3H6INOS",
  "method": "ωB97M-V with the def2-TZVPD basis set",
  "relative_energy_kcal_mol": 90.5,
  "lumo_ha": -0.0107,
  "homo_lumo_gap_ev": 8.71,
  "energy_ev": -25677.8625,
  "smiles": "S[C@H]1CON(I)C1",
  "species": ["S", "C", "C", "O", "N", "I", "C", "H", "H", "H", "H", "H", "H"],
  "positions_angstrom": [[0.82196, 1.44565, -1.66523], [0.57736, 0.61408, -0.08105], [-0.92655, 0.72300, 0.34725], [-1.41362, -0.58260, -0.05480], [-0.57775, -1.57565, 0.17942], [-0.40786, -2.22723, 2.23202], [0.89890, -0.80479, -0.23583], [-0.32521, 0.96340, -2.02751], [1.21196, 0.99031, 0.71711], [-1.07459, 0.89411, 1.52836], [-1.40335, 1.58546, -0.08006], [1.03964, -0.84409, -1.34728], [1.57912, -1.18164, 0.48759]]
}

{
  "formula": "C3H6INOS",
  "method": "ωB97M-V with the def2-TZVPD basis set",
  "relative_energy_kcal_mol": 72.4,
  "lumo_ha": -0.0439,
  "homo_lumo_gap_ev": 8.58,
  "energy_ev": -25678.6491,
  "species": ["C", "C", "C", "N", "O", "S", "I", "H", "H", "H", "H", "H", "H"],
  "positions_angstrom": [[1.35593, -1.40933, 0.48203], [-1.97512, 2.34393, -1.56615], [0.36898, -1.65024, 1.34998], [-1.54835, 1.70861, -0.56258], [-3.58951, 2.13683, 1.02132], [-2.50323, 1.19267, 0.78656], [-3.50761, -0.85633, -0.16574], [2.30862, -1.78678, 0.56771], [1.00455, -1.26321, -0.56054], [-1.13985, 2.68695, -2.32496], [-2.95202, 2.59037, -1.71640], [0.53557, -1.80014, 2.41652], [-0.62057, -1.68374, 1.06493]]
}

{
  "formula": "C3H6LaLiO5",
  "method": "ωB97M-V with the def2-TZVPD basis set",
  "relative_energy_kcal_mol": 0.0,
  "lumo_ha": [-0.0477, -0.0493],
  "homo_lumo_gap_ev": [5.41, 5.46],
  "energy_ev": -14507.3345,
  "species": ["H", "C", "C", "O", "La", "O", "H", "H", "H", "C", "O", "O", "H", "Li", "O", "H"],
  "positions_angstrom": [[1.55056, -1.91199, -0.92818], [1.63050, -1.27081, -0.02558], [0.53677, -0.21147, -0.08849], [-0.77081, -0.69603, -0.15204], [3.80302, 1.54876, 0.07157], [2.86351, -0.64461, 0.06538], [1.42743, -1.92941, 0.84425], [0.75824, 0.41700, -0.97719], [0.64622, 0.41162, 0.82404], [-1.81324, 0.43847, 0.02230], [-1.43868, 1.61056, -0.37769], [-2.97787, -0.06456, -0.58087], [-2.85097, -0.00226, -1.53279], [0.15352, 2.44635, -0.21698], [-2.01084, 0.36257, 1.40341], [-1.50737, -0.50420, 1.64885]]
}

{
  "formula": "C3H6MgO4SSm",
  "method": "ωB97M-V with the def2-TZVPD basis set",
  "lumo_ha": [-0.1671, -0.1669],
  "homo_lumo_gap_ev": [6.86, 6.87],
  "multiplicity": 6,
  "energy_ev": -45574.7687,
  "charge": 1,
  "species": ["Sm", "S", "O", "O", "O", "C", "C", "O", "C", "Mg", "H", "H", "H", "H", "H", "H"],
  "positions_angstrom": [[0.00610, -1.96981, 0.53423], [-1.44885, -1.32566, 3.02180], [-0.64823, 0.09936, 2.81851], [-0.61390, -2.41417, 2.13233], [-1.35318, -0.39626, -0.31605], [-0.80307, 0.05087, -1.53145], [0.25273, 1.15471, -1.30686], [0.75730, 1.11751, 0.02253], [1.52458, -0.13618, 0.30843], [-0.94101, 0.99062, 1.16407], [-1.60717, 0.46695, -2.16114], [-0.34407, -0.78686, -2.08887], [-0.19882, 2.15194, -1.41945], [1.08435, 1.05759, -2.02117], [1.99515, 0.09249, 1.27873], [2.33808, -0.15310, -0.43565]]
}

{
  "formula": "C3H6N",
  "method": "ωB97M-V with the def2-TZVPD basis set",
  "relative_energy_kcal_mol": 261.8,
  "lumo_ha": [-0.2308, -0.2335],
  "homo_lumo_gap_ev": [5.66, 5.55],
  "energy_ev": -4678.7639,
  "charge": 1,
  "species": ["C", "C", "C", "N", "H", "H", "H", "H", "H", "H"],
  "positions_angstrom": [[-2.69872, -2.06008, -0.63559], [-0.98202, 0.49002, -0.15816], [0.25273, -0.01664, 0.31523], [1.45202, 0.92062, -0.02137], [-3.74707, -1.69841, -0.57046], [0.50033, -1.03908, 0.01353], [0.09895, -0.03369, 1.40783], [1.05950, 1.85033, -0.24110], [1.94199, 0.57975, -0.85853], [2.12229, 1.00717, 0.74862]]
}

{
  "formula": "C3H6N2",
  "method": "ωB97M-V with the def2-TZVPD basis set",
  "relative_energy_kcal_mol": 90.8,
  "lumo_ha": 0.0242,
  "homo_lumo_gap_ev": 9.29,
  "energy_ev": -6184.6085,
  "species": ["C", "N", "C", "C", "N", "H", "H", "H", "H", "H", "H"],
  "positions_angstrom": [[0.34029, -0.46415, -1.48753], [0.18575, 0.56366, -0.50556], [-0.70795, 0.09730, 1.71289], [0.36103, 0.32830, 0.83035], [1.22919, 0.10889, 1.69587], [1.27677, -0.32727, -2.02744], [-0.50550, -0.46067, -2.18526], [0.35532, -1.44364, -0.99270], [-0.01167, 1.51173, -0.74979], [-1.27584, 0.93303, 2.11825], [-1.24740, -0.84718, 1.59091]]
}

{
  "formula": "C3H6N2",
  "method": "ωB97M-V with the def2-TZVPD basis set",
  "relative_energy_kcal_mol": 25.6,
  "lumo_ha": 0.0363,
  "homo_lumo_gap_ev": 9.99,
  "energy_ev": -6187.4351,
  "smiles": "[H]/N=C(\\N)C=C",
  "species": ["H", "N", "C", "N", "C", "C", "H", "H", "H", "H", "H"],
  "positions_angstrom": [[1.14336, -0.57211, -1.94418], [0.27791, -0.57977, -1.33168], [0.32229, 0.16213, -0.28985], [1.34387, 1.05262, -0.08623], [-0.66670, 0.09282, 0.80364], [-1.52750, -0.89709, 0.90064], [1.40218, 1.65486, 0.73586], [1.89467, 1.30149, -0.93215], [-0.71563, 0.88695, 1.56133], [-2.21525, -0.85683, 1.75867], [-1.63034, -1.87149, 0.25924]]
}